Molecular formula: C29H38Br6N6O11
Method: DFT, ωB97M-V with the def2-TZVPD basis set

Summary:
energy: -17728.21718 Ha
relative energy (zero: lowest compared OMol25 entry of this formula, charge and spin): 0.00 kcal/mol
E_LUMO: -0.03 eV

Each line ends with the Mulliken charge.
CARTESIAN COORDINATES (ANGSTROEM)
C 18.24420 1.08153 -9.54617  0.41
Br 19.48353 0.58193 -10.96011  -0.08
Br 18.55557 2.86856 -8.78480  -0.04
Br 18.27131 -0.30321 -8.17826  -0.03
H 17.24180 1.15420 -9.94868  -0.29
C 13.96346 4.23822 -15.22176  0.14
Br 12.31279 5.21711 -14.68483  -0.08
Br 15.50106 5.34624 -15.13637  0.02
Br 13.66957 3.45816 -16.97049  -0.04
H 14.05752 3.48603 -14.44854  -0.12
C 10.25076 -3.53224 -8.05379  -0.62
C 10.95718 -2.36736 -8.30240  -0.58
C 10.59542 -1.16773 -7.66893  0.52
C 9.54671 -1.19223 -6.77737  -0.16
C 8.86619 -2.33810 -6.48901  -0.59
C 9.15748 -3.51657 -7.18907  0.80
O 8.50151 -4.69759 -6.94358  -0.55
O 11.48752 -0.14147 -7.66056  -0.40
H 10.48931 -4.48844 -8.50106  0.38
H 11.84818 -2.24502 -8.90708  0.42
H 9.21627 -0.21692 -6.42934  0.04
H 8.04796 -2.29496 -5.77547  0.24
H 7.82438 -4.48987 -6.28911  0.26
H 11.18693 0.69784 -7.23133  0.23
C 16.33254 8.28487 -9.97864  -1.03
C 17.43021 7.60917 -10.52488  -0.56
C 17.49920 6.22020 -10.48960  0.61
C 16.43608 5.52101 -9.89702  0.01
C 15.37211 6.16415 -9.32881  -0.75
C 15.33559 7.56612 -9.37661  0.81
O 14.21009 8.23216 -8.96688  -0.55
O 18.67333 5.57174 -10.79815  -0.48
H 16.22419 9.35330 -10.10400  0.40
H 18.27724 8.08538 -11.00827  0.31
H 16.40475 4.43784 -9.91057  0.18
H 14.58367 5.61446 -8.83265  0.48
H 13.56254 7.67791 -8.52408  0.29
H 19.36556 6.21274 -10.98657  0.26
C 13.02595 1.73403 -10.62056  -0.75
C 11.93126 2.29207 -9.99305  -0.51
C 11.78822 3.67305 -10.00748  0.94
C 12.60242 4.46102 -10.79374  -1.32
C 13.69582 3.89410 -11.44249  0.04
C 13.93882 2.53564 -11.32993  -0.18
O 15.12202 1.95597 -11.70981  -0.18
O 10.64706 4.21574 -9.46700  -0.61
H 13.10985 0.65590 -10.66870  0.52
H 11.18120 1.65689 -9.54263  0.47
H 12.36740 5.51084 -10.91658  0.41
H 14.31693 4.61611 -11.96464  1.06
H 15.72470 2.64386 -12.03221  0.02
H 10.68512 5.19163 -9.40676  0.21
C 17.79114 2.34288 -15.74269  -0.71
C 17.34330 2.41482 -14.43277  -0.48
C 17.85878 3.39468 -13.58241  0.20
C 18.87569 4.23758 -13.97934  -0.30
C 19.37124 4.13330 -15.27328  -0.58
C 18.82569 3.18879 -16.13477  0.10
O 19.28445 3.03967 -17.42279  -0.55
O 17.37843 3.41316 -12.29797  0.17
H 17.36604 1.60368 -16.40588  0.53
H 16.69447 1.67571 -13.98159  0.65
H 19.35118 4.85630 -13.23052  0.37
H 20.19059 4.73171 -15.64761  0.44
H 20.17846 2.72024 -17.55030  0.32
H 17.86610 4.02463 -11.72309  -0.24
C 9.77788 2.61352 -5.99442  0.78
O 10.77742 1.89336 -6.11183  -0.81
N 9.27532 3.37789 -6.98724  -0.28
N 9.10643 2.64424 -4.80644  -0.41
H 9.76489 3.32751 -7.87449  0.16
H 8.35606 3.77205 -6.98319  0.19
H 8.28445 3.20155 -4.68550  0.15
H 9.46059 2.02980 -4.09772  0.25
C 10.18030 7.91060 -9.42560  0.75
O 10.67298 6.93017 -8.83425  -0.73
N 10.67134 9.15465 -9.25175  -0.37
N 9.03386 7.80866 -10.13171  -0.37
H 10.09616 9.90148 -9.59722  0.15
H 11.56425 9.37344 -8.85976  0.20
H 8.62435 8.62605 -10.54376  0.15
H 8.55833 6.93637 -10.25674  0.21
C 17.30658 -1.80961 -12.30749  0.48
O 16.91477 -2.13395 -11.18230  -0.62
N 18.04292 -2.68470 -13.04569  -0.39
N 17.03953 -0.64529 -12.93710  -0.14
H 18.24425 -2.56704 -14.02204  0.15
H 18.34982 -3.56078 -12.66885  0.23
H 16.32125 -0.05099 -12.55298  0.16
H 17.64236 -0.26292 -13.63919  0.19

Forces on atoms 1 to 3 (eV/Å):
C 0.2 -0.1 0.4
Br -0.2 0.5 0.4
Br 0.2 -0.8 -0.3

Molecular formula: C3H6F2N2
Method: DFT, ωB97M-V with the def2-TZVPD basis set

Summary:
energy: -427.13855 Ha
relative energy (zero: lowest compared OMol25 entry of this formula, charge and spin): 6.97 kcal/mol
E_LUMO: 0.86 eV

Each line ends with the Mulliken charge.
CARTESIAN COORDINATES (ANGSTROEM)
H -0.13068 -2.69811 0.06096  0.22
N -0.47218 -2.03244 -0.63124  -0.66
C -0.22897 -0.82214 -0.32788  0.42
N 0.21111 -0.37413 0.93641  -0.27
C 0.74405 0.97137 1.06701  -0.80
C -0.78405 0.20113 -1.29056  0.23
F 0.19003 1.07542 -1.70234  -0.24
F -1.80826 0.91656 -0.67720  -0.24
H 0.78481 -1.08982 1.38701  0.27
H 0.08978 1.74349 0.62017  0.30
H 1.75380 1.14836 0.58404  0.27
H 0.81503 1.23094 2.15631  0.30
H -1.16448 -0.27063 -2.18269  0.20

Forces on atoms 1 to 3 (eV/Å):
H -0.1 0.1 0.1
N 0.5 0.1 -0.5
C -0.8 -0.3 1.6

Molecular formula: C19H27CuGeNSi
Method: DFT, ωB97M-V with the def2-TZVPD basis set

Summary:
energy: -4801.87591 Ha
relative energy (zero: lowest compared OMol25 entry of this formula, charge and spin): 0.00 kcal/mol
charge: -1
E_LUMO: 2.73 eV

Each line ends with the Mulliken charge.
CARTESIAN COORDINATES (ANGSTROEM)
Cu -0.17106 0.47475 -0.14382  -0.66
N 0.07970 -3.74821 0.63559  -0.46
C -1.03440 -3.49596 0.51553  -0.01
C -2.43001 -3.18241 0.36482  0.18
C -3.36616 -4.21238 0.27519  -0.52
C -4.70676 -3.89977 0.13201  -0.45
C -5.10870 -2.56996 0.08063  -0.42
C -4.17158 -1.55143 0.17035  -0.46
C -2.82506 -1.84950 0.31135  0.68
H -3.03780 -5.24230 0.31641  0.44
H -5.43946 -4.69322 0.06024  0.36
H -6.15889 -2.33005 -0.03000  0.38
H -4.48045 -0.51496 0.13231  0.38
H -2.08078 -1.06131 0.37882  0.06
C 1.26041 -1.96641 -2.44219  -1.17
Si 1.53701 -0.33739 -1.47986  0.53
C 2.11854 0.86177 -2.85477  -1.25
C 3.15803 -0.72684 -0.52417  -0.05
C 4.37674 -0.09231 -0.77727  -0.10
C 5.52807 -0.39445 -0.05715  -0.56
C 5.49153 -1.35661 0.94098  -0.37
C 4.29261 -2.00602 1.21162  -0.64
C 3.14836 -1.68827 0.49428  -0.12
H 2.14458 -2.23053 -3.03178  0.35
H 0.40810 -1.87799 -3.12273  0.33
H 1.05123 -2.78911 -1.75452  0.27
H 2.94681 0.45605 -3.44607  0.35
H 2.43009 1.82633 -2.44406  0.29
H 1.28649 1.05931 -3.53694  0.31
H 4.43386 0.66210 -1.55458  0.25
H 6.45574 0.12303 -0.27706  0.35
H 6.38559 -1.59702 1.50474  0.34
H 4.24892 -2.75992 1.98988  0.37
H 2.22225 -2.20292 0.72926  0.29
C -2.51961 4.22615 2.15296  -1.24
Ge -1.24502 3.18648 1.03926  0.35
C 0.54057 3.53245 1.79601  -1.13
C -1.28969 4.01322 -0.74961  -1.15
C -1.62576 1.30077 0.92985  -0.67
H -2.25619 5.28670 2.17347  0.35
H -2.52054 3.85243 3.17898  0.36
H -3.53412 4.13181 1.75955  0.35
H 0.74416 4.60274 1.87421  0.37
H 1.30263 3.07481 1.16284  0.30
H 0.62595 3.09165 2.79119  0.35
H -1.18408 5.09879 -0.69125  0.37
H -2.23080 3.78488 -1.25411  0.35
H -0.47713 3.61393 -1.35913  0.32
H -2.62626 1.21916 0.47963  0.10
H -1.69766 0.89793 1.94911  0.38

Forces on atoms 1 to 3 (eV/Å):
Cu 0.1 0.0 -0.1
N 0.0 -0.1 0.1
C 0.0 0.0 0.0

Molecular formula: C30H57BN4P3Pd
Method: DFT, ωB97M-V with the def2-TZVPD basis set

Summary:
energy: -2573.01320 Ha
relative energy (zero: lowest compared OMol25 entry of this formula, charge and spin): 22.73 kcal/mol
charge: +1
E_LUMO: -3.44 eV

Each line ends with the Mulliken charge.
CARTESIAN COORDINATES (ANGSTROEM)
Pd -1.22551 -0.69947 0.47864  -0.74
C -3.71666 -3.61393 1.47348  -1.69
P -2.89915 -1.99809 1.76828  1.68
C -4.28314 -0.93643 2.31148  -1.59
C -2.08333 -2.55846 3.35166  -1.27
C -0.58015 -2.44743 3.22341  -0.52
P -0.23991 -0.80831 2.52748  0.97
C 1.52252 -0.67299 3.00931  -1.54
C -0.98837 0.32132 3.74313  -1.31
H -4.19093 -3.86989 2.42315  0.67
H -2.96471 -4.36805 1.23998  0.34
H -4.46490 -3.58816 0.69294  0.44
H -4.62154 -1.21761 3.30946  0.47
H -5.10450 -1.07213 1.60938  0.40
H -4.00757 0.11704 2.30009  0.34
H -2.36939 -3.59422 3.51902  0.66
H -2.46019 -1.98365 4.19883  0.41
H -0.19413 -3.19526 2.52610  0.43
H -0.06381 -2.56992 4.17744  0.57
H 1.52606 -0.82449 4.09051  0.72
H 1.98979 0.28584 2.80101  0.29
H 2.10749 -1.47124 2.55323  0.41
H -0.79625 -0.06366 4.74685  0.55
H -2.06071 0.43344 3.59983  0.20
H -0.52955 1.30532 3.65803  0.07
B -3.75479 -2.39496 -1.25345  0.10
N -2.60975 -3.44921 -1.31527  -0.24
C -2.64808 -4.63031 -1.95775  -0.27
C -1.41738 -5.24237 -1.83987  -1.24
C -0.66322 -4.32867 -1.09629  -0.30
N -1.37892 -3.25162 -0.78676  0.44
N -3.31385 -1.12604 -1.98026  -0.02
C -3.57847 -0.77726 -3.24260  -0.29
C -2.69856 0.21322 -3.62355  -1.39
C -1.90877 0.39537 -2.49421  0.01
N -2.27688 -0.40409 -1.49831  0.48
H -4.73097 -2.87043 -1.76936  -0.12
H -3.98521 -2.01095 -0.13626  -0.50
H -3.55274 -4.95306 -2.44574  0.44
H -1.11435 -6.19533 -2.23630  0.44
H 0.36561 -4.40482 -0.77519  0.41
H -4.37440 -1.26777 -3.77691  0.47
H -2.64549 0.73497 -4.56277  0.50
H -1.10720 1.06788 -2.35613  -0.09
C 2.09251 3.55305 -3.63191  -0.75
C 0.60679 3.73506 -3.34282  -1.09
C 0.24677 3.15184 -1.96796  -0.49
C 1.07135 1.87240 -1.69239  0.01
C 1.48497 1.15875 -2.99052  -0.19
C 2.44806 2.06395 -3.77742  -1.03
P 0.63885 0.81327 -0.20851  1.09
C 2.12902 -0.28684 -0.09621  2.07
C 1.83714 -1.65095 -0.74822  0.09
C 2.92893 -2.65786 -0.38694  -0.70
C 4.35451 -2.11889 -0.64423  -1.04
C 4.33060 -0.74898 -1.31301  -0.92
C 3.52824 0.26016 -0.49110  -0.70
C 0.72254 2.06401 1.16423  1.53
C 1.93412 3.03345 1.18708  -0.83
C 1.54371 4.43932 1.64529  -0.94
C 0.65368 4.34981 2.87640  -0.70
C -0.69979 3.71627 2.51917  -1.14
C -0.62716 2.79260 1.29125  -0.89
H 2.66322 4.00289 -2.81218  0.26
H 2.38330 4.09710 -4.53029  0.52
H 0.01065 3.25528 -4.12445  0.39
H 0.34165 4.79276 -3.36123  0.53
H -0.82795 2.98182 -1.90988  0.37
H 0.48689 3.89030 -1.20040  0.26
H 2.01863 2.24978 -1.30726  0.50
H 0.62455 0.92531 -3.61470  0.65
H 1.96914 0.20802 -2.78109  -0.60
H 2.41023 1.77344 -4.82864  0.59
H 3.47673 1.89315 -3.44899  0.22
H 2.17082 -0.48967 0.97153  -0.63
H 1.74787 -1.55911 -1.83196  0.58
H 0.86577 -2.02455 -0.41351  -1.24
H 2.75891 -3.57851 -0.94734  0.59
H 2.82112 -2.92768 0.66878  0.07
H 4.91836 -2.81989 -1.25958  0.42
H 4.90084 -2.03780 0.29916  0.33
H 3.91085 -0.83505 -2.31942  0.38
H 5.34672 -0.37284 -1.44273  0.51
H 3.48165 1.19926 -1.03932  0.01
H 4.08300 0.48184 0.42489  0.59
H 0.81884 1.43247 2.04884  -0.79
H 2.45189 3.09413 0.23169  0.11
H 2.67162 2.63780 1.89201  0.46
H 1.01529 4.97102 0.84778  0.27
H 2.44884 5.01249 1.84973  0.58
H 0.50023 5.33127 3.32461  0.50
H 1.16827 3.74647 3.63248  0.28
H -1.43032 4.49858 2.30575  0.54
H -1.09468 3.17636 3.38269  0.31
H -0.80605 3.37873 0.39169  0.48
H -1.43980 2.06030 1.32345  -0.17

Forces on atoms 1 to 3 (eV/Å):
Pd 0.0 0.2 -0.5
C 0.0 -0.2 0.2
P -0.1 -0.2 0.0

| no. | highest occupied orbital energy (eV) |
| --- | --- |
| 1 | -7.1 |
| 2 | -9.6 |
| 3 | -3.9 |
| 4 | -10.9 |